The following is a quantum chemistry calculation of 2 unconnected molecules or ions with the total composition C3H8N2O3S, from OMol25.

## Properties
- gap between HOMO and LUMO (eV) = 10.18
- LUMO level (eV) = 0.2
- DFT total energy (eV) = -23196.622
- maximum force (eV/A) = 0.94
- SMILES string = N=S(=O)(O)O.[H]/N=C\C=C
- HOMO energy (eV) = -9.98
- energy above the lowest of the compared OMol25 structures with the same formula, charge and spin (kJ/mol) = 239.24

Last columns: bonded neighbours and bond lengths (Å).
Positions of all 17 atoms, in Å:
1 C -2.09551 1.19245 -0.32969  C2 1.328, H10 1.078, H11 1.076
2 C -0.81434 1.51325 -0.47041  C1 1.328, C3 1.453, H12 1.084
3 C 0.15480 0.60053 -1.05193  C2 1.453, N5 1.268, H13 1.084
4 N -0.14909 -1.87814 0.38160  S9 1.512, H14 1.004
5 N 1.41305 0.66586 -0.91266  C3 1.268, H17 1.021
6 O 1.70533 -3.24292 1.49922  S9 1.600, H16 0.957
7 O 1.56904 -0.85281 1.99014  S9 1.437
8 O 2.23132 -1.67331 -0.22993  S9 1.558, H15 1.010
9 S 1.24301 -1.80727 0.96651  N4 1.512, O6 1.600, O7 1.437, O8 1.558
10 H -2.79938 1.84376 0.16225  C1 1.078
11 H -2.46809 0.24393 -0.67501  C1 1.076
12 H -0.42809 2.45105 -0.08900  C2 1.084
13 H -0.23031 -0.23786 -1.62173  C3 1.084
14 H -0.83617 -1.86027 1.11315  N4 1.004
15 H 2.05520 -0.78328 -0.67323  O8 1.010
16 H 2.54282 -3.15435 1.95399  O6 0.957
17 H 1.73630 1.45213 -0.34766  N5 1.021